No. 1
This record from the Open Molecules 2025 dataset describes the molecule C6H8N2 at a distorted geometry. The level of theory is the ωB97M-V functional and the def2-TZVPD basis.

F_max = 5.08 eV Å⁻¹
Multiplicity = 1
Frontier orbital gap = 9.92 eV
Highest occupied orbital energy = -9.23 eV
SMILES = C=CC1=NCC(C)=N1

Atoms and positions in Å:
C1 1.346 -1.726 -2.558
C2 0.692 -1.855 -1.344
C3 0.209 -0.669 -0.594
N1 -0.616 0.179 -1.094
C4 -0.884 1.167 -0.092
C5 -0.470 0.646 1.116
C6 -0.386 1.318 2.394
N2 0.168 -0.432 0.867
H1 1.749 -2.591 -2.940
H2 1.250 -0.740 -3.104
H3 0.701 -2.700 -0.691
H4 -1.960 1.095 0.463
H5 -0.618 2.119 -0.647
H6 0.438 1.911 2.359
H7 -0.409 0.409 3.030
H8 -1.211 1.869 2.834


No. 2
This record from the Open Molecules 2025 dataset describes the molecule C6H8N2 at a distorted geometry. The level of theory is the ωB97M-V functional and the def2-TZVPD basis.

F_max = 3.59 eV Å⁻¹
Multiplicity = 1
Frontier orbital gap (spin up / spin down) = 6.95 / 6.86 eV
Highest occupied orbital energy (spin up / spin down) = -6.97 / -7.11 eV
SMILES = [H]/N=C(C#C)/C(N)=C\C

Atoms and positions in Å:
H1 -2.822 1.354 -1.123
N1 -2.260 1.436 -0.282
C1 -1.187 0.727 -0.336
C2 -0.847 -0.427 -1.111
C3 -0.505 -1.554 -1.524
C4 -0.249 0.513 0.735
N2 -0.596 0.825 2.024
C5 0.716 -0.477 0.372
C6 1.932 -0.192 -0.462
H2 -0.151 -2.027 -2.422
H3 -1.569 1.044 2.182
H4 -0.088 0.409 2.785
H5 0.889 -1.225 1.148
H6 2.351 -1.123 -0.851
H7 1.679 0.456 -1.297
H8 2.706 0.262 0.162


No. 3
This record from the Open Molecules 2025 dataset describes the molecule C6H8N2 at a distorted geometry. The level of theory is the ωB97M-V functional and the def2-TZVPD basis.

F_max = 6.14 eV Å⁻¹
Multiplicity = 1
Frontier orbital gap = 9.97 eV
Highest occupied orbital energy = -9.09 eV
SMILES = N#C[C@H]1NC[C@@H]2C[C@H]21

Atoms and positions in Å:
N1 0.863 2.529 -0.917
C1 1.085 1.547 -0.446
C2 1.279 0.228 0.207
N2 0.636 0.300 1.503
C3 -0.853 -0.428 1.363
C4 -1.059 -0.210 -0.089
C5 -0.576 -0.726 -1.632
C6 0.302 -0.587 -0.494
H1 2.191 -0.171 0.547
H2 0.583 1.219 2.152
H3 -1.577 0.181 1.813
H4 -0.608 -1.393 1.821
H5 -1.137 0.888 -0.517
H6 -0.662 -1.714 -2.457
H7 -0.966 -0.021 -2.568
H8 0.499 -1.642 -0.286


No. 4
This record from the Open Molecules 2025 dataset describes a cluster of 2 separate species, C6H8N2 in total at a distorted geometry. The level of theory is the ωB97M-V functional and the def2-TZVPD basis.

F_max = 1.60 eV Å⁻¹
Multiplicity = 1
Frontier orbital gap = 10.17 eV
Highest occupied orbital energy = -9.58 eV
SMILES = [H]/N=C(\C=C)N=C.C#C

Atoms and positions in Å:
H1 -0.520 -1.864 -1.686
N1 -1.079 -1.408 -0.968
C1 -0.621 -0.278 -0.598
C2 0.565 0.406 -1.170
C3 0.976 1.614 -0.778
N2 -1.150 0.319 0.531
C4 -2.362 0.560 0.711
H2 0.907 -0.023 -2.106
H3 0.579 2.081 0.104
H4 1.809 2.113 -1.246
H5 -2.664 0.966 1.676
H6 -3.150 0.334 -0.011
C5 1.185 -1.506 1.531
C6 2.139 -0.882 1.146
H7 0.346 -2.072 1.840
H8 3.039 -0.359 1.024


No. 5
This record from the Open Molecules 2025 dataset describes a structure of composition C6H8N2 at a distorted geometry. The level of theory is the ωB97M-V functional and the def2-TZVPD basis.

F_max = 5.11 eV Å⁻¹
Multiplicity = 1
Frontier orbital gap = 9.37 eV
Highest occupied orbital energy = -8.76 eV

Atoms and positions in Å:
C1 -0.337 1.682 0.896
C2 -1.135 0.345 1.074
C3 -0.603 -0.373 -0.089
C4 -0.403 -1.652 -0.540
C5 0.849 -1.596 -1.363
C6 0.602 0.330 -0.527
H1 0.320 2.004 1.643
H2 -1.210 2.528 0.684
H3 -0.576 -0.264 2.249
H4 -2.283 0.757 1.129
H5 -1.007 -2.627 -0.522
H6 0.833 -1.994 -2.441
H7 1.508 -2.357 -0.702
H8 1.487 1.912 -0.066
N1 1.391 -0.341 -1.245
N2 0.567 1.649 -0.180


No. 6
This record from the Open Molecules 2025 dataset describes the molecule C6H8N2 at a distorted geometry. The level of theory is the ωB97M-V functional and the def2-TZVPD basis.

F_max = 9.15 eV Å⁻¹
Multiplicity = 1
Frontier orbital gap = 9.92 eV
Highest occupied orbital energy = -9.00 eV
SMILES = [H]/N=C/N1CC[C@H]1C#C

Atoms and positions in Å:
H1 2.948 -1.575 -0.007
N1 2.295 -0.893 -0.507
C1 1.422 -0.889 0.477
N2 0.642 0.311 0.588
C2 0.590 1.267 -0.520
C3 -0.951 1.555 -0.212
C4 -0.813 0.330 0.675
C5 -1.637 -0.742 0.104
C6 -1.898 -1.910 -0.463
H2 1.325 -1.597 1.337
H3 1.385 2.117 -0.527
H4 0.683 0.430 -1.369
H5 -1.154 2.433 0.411
H6 -1.614 1.575 -1.175
H7 -0.926 0.535 1.710
H8 -2.296 -2.945 -0.520


No. 7
This record from the Open Molecules 2025 dataset describes the molecule C6H8N2 at a distorted geometry. The level of theory is the ωB97M-V functional and the def2-TZVPD basis.

F_max = 3.69 eV Å⁻¹
Multiplicity = 1
Frontier orbital gap = 9.14 eV
Highest occupied orbital energy = -8.35 eV
SMILES = N#CC1=C(N)CCC1

Atoms and positions in Å:
N1 -3.017 -0.442 1.751
C1 -2.051 -0.302 1.121
C2 -0.873 -0.168 0.304
C3 0.438 -0.319 0.676
N2 0.730 -0.815 1.967
C4 1.398 0.044 -0.395
C5 0.452 0.417 -1.582
C6 -0.997 0.464 -1.055
H1 -0.022 -0.820 2.647
H2 1.649 -0.672 2.357
H3 1.924 0.919 -0.066
H4 2.083 -0.774 -0.583
H5 0.611 -0.294 -2.419
H6 0.712 1.413 -1.991
H7 -1.659 -0.137 -1.714
H8 -1.378 1.487 -1.018


No. 8
This record from the Open Molecules 2025 dataset describes a cluster of 2 separate species, C6H8N2 in total at a distorted geometry. The level of theory is the ωB97M-V functional and the def2-TZVPD basis.

F_max = 9.01 eV Å⁻¹
Multiplicity = 1
Frontier orbital gap = 8.99 eV
Highest occupied orbital energy = -8.36 eV

Atoms and positions in Å:
C1 -2.880 -0.516 0.058
C2 -1.999 0.367 0.027
C3 -0.629 0.039 -0.141
C4 1.361 -0.849 -0.644
C5 2.163 -0.407 0.679
C6 1.593 0.671 -0.127
H1 -2.781 -1.881 0.690
H2 -3.790 -0.007 0.168
H3 -2.310 1.394 -0.163
H4 2.102 -1.230 -1.317
H5 3.239 -0.425 0.397
H6 1.905 -0.918 1.839
H7 1.916 1.786 -0.790
H8 -0.090 2.032 -0.361
N1 -0.027 -1.136 -0.355
N2 0.227 1.080 0.041


No. 9
This record from the Open Molecules 2025 dataset describes the molecule C6H8N2O at a distorted geometry. The level of theory is the ωB97M-V functional and the def2-TZVPD basis.

F_max = 15.87 eV Å⁻¹
Multiplicity = 1
Frontier orbital gap = 8.50 eV
Highest occupied orbital energy = -7.79 eV
SMILES = CC(=O)Nc1ccc[nH]1

Atoms and positions in Å:
C1 -3.083 -0.368 0.104
C2 -1.763 0.240 -0.064
O1 -1.588 1.481 -0.172
N1 -0.624 -0.619 -0.010
C3 0.744 -0.283 -0.061
C4 1.833 -1.048 -0.125
C5 2.985 -0.188 0.027
C6 2.472 1.046 0.047
N2 1.143 1.006 0.061
H1 -3.085 -1.206 -0.223
H2 -3.821 0.213 -0.463
H3 -3.217 -0.283 1.090
H4 -0.791 -1.366 -0.311
H5 1.875 -1.984 0.027
H6 3.879 -0.550 -0.085
H7 2.884 2.179 -0.032
H8 0.158 1.730 0.192


No. 10
This record from the Open Molecules 2025 dataset describes the molecule C6H8N2O at a distorted geometry. The level of theory is the ωB97M-V functional and the def2-TZVPD basis.

F_max = 2.85 eV Å⁻¹
Multiplicity = 1
Frontier orbital gap (spin up / spin down) = 6.03 / 7.64 eV
Highest occupied orbital energy (spin up / spin down) = -7.32 / -8.10 eV

Atoms and positions in Å:
C1 1.324 -1.634 -0.110
C2 2.320 -0.661 0.052
C3 -0.025 -1.221 -0.191
C4 -0.985 -2.208 -0.226
C5 2.069 1.831 -0.398
C6 -0.945 1.071 0.530
N1 -0.165 0.126 -0.313
N2 1.699 0.633 -0.112
O1 3.505 -0.795 0.377
H1 1.671 -2.603 0.002
H2 -1.981 -2.013 -0.354
H3 -0.710 -3.204 -0.513
H4 1.312 2.631 -0.265
H5 3.047 1.916 -0.748
H6 -0.623 2.019 0.111
H7 -2.042 1.126 0.280
H8 -0.808 0.703 1.542


No. 11
This record from the Open Molecules 2025 dataset describes a cluster of 2 separate species, C6H8N2O in total at a distorted geometry. The level of theory is the ωB97M-V functional and the def2-TZVPD basis.

F_max = 3.94 eV Å⁻¹
Multiplicity = 1
Frontier orbital gap = 9.95 eV
Highest occupied orbital energy = -9.08 eV
SMILES = c1c[nH]cn1.O=C1CC1

Atoms and positions in Å:
C1 -1.388 -0.119 -1.082
C2 -1.703 0.875 -0.220
N1 -1.943 0.287 1.004
C3 -1.736 -1.066 0.838
N2 -1.374 -1.284 -0.387
H1 -1.135 -0.028 -2.144
H2 -1.701 1.905 -0.614
H3 -1.742 0.852 1.896
H4 -1.644 -1.724 1.782
O1 1.194 0.223 1.900
C4 1.556 0.116 0.752
C5 1.759 0.830 -0.469
C6 1.946 -0.794 -0.303
H5 2.752 1.451 -0.462
H6 0.937 1.012 -1.201
H7 1.276 -1.259 -0.899
H8 2.948 -1.278 -0.390


No. 12
This record from the Open Molecules 2025 dataset describes the molecule C6H8N2O at a distorted geometry. The level of theory is the ωB97M-V functional and the def2-TZVPD basis.

F_max = 3.50 eV Å⁻¹
Multiplicity = 1
Frontier orbital gap = 8.20 eV
Highest occupied orbital energy = -8.23 eV
SMILES = [H]/N=C1/N[C@H]1[C@@]1(C)CC1=O

Atoms and positions in Å:
H1 -3.169 0.520 -0.754
N1 -2.618 1.299 -0.377
C1 -1.636 0.840 0.281
N2 -0.788 1.434 1.176
C2 -0.072 0.982 0.015
C3 0.694 -0.290 0.004
C4 2.128 -0.292 -0.437
C5 0.123 -1.465 0.767
C6 -0.380 -1.227 -0.576
O1 -1.218 -1.422 -1.417
H2 -0.958 2.433 1.278
H3 0.159 1.723 -0.746
H4 2.451 0.715 -0.720
H5 2.795 -0.636 0.359
H6 2.281 -0.939 -1.305
H7 -0.546 -1.332 1.609
H8 0.754 -2.343 0.843


Computed DFT total energy, in the same sequence as the records: -342.80375, -342.73559, -342.67173, -342.78998, -342.79602, -342.73437, -342.92445, -342.68466, -418.03443, -417.97117, -418.07346, -417.98444 hartree.